# 1
104
Properties=species:S:1:pos:R:3 method="wB97M-V/def2-TZVPD" charge=-1 spin_multiplicity=2 homo_lumo_gap_ev="2.4 / 6.2"
C -24.24892 1.01390 -19.59887
N -24.48358 0.54393 -20.90586
O -24.59775 1.20675 -21.89516
O -24.41192 -0.65584 -20.98229
H -24.78060 1.94585 -19.40682
H -23.18587 1.25425 -19.58263
H -24.53327 0.33561 -18.79440
C -26.74174 3.10866 -23.34152
N -26.27781 4.25868 -24.10965
O -25.03962 4.42358 -24.27911
O -27.09438 5.02994 -24.50345
H -26.11437 2.26536 -23.63022
H -27.78582 2.96782 -23.62109
H -26.74692 3.39136 -22.28883
C -22.56294 1.85950 -24.52038
C -22.74621 0.46035 -25.10573
C -21.37647 -0.21680 -25.23542
S -20.39726 0.36471 -23.70481
O -19.15964 1.00959 -24.04184
O -20.49388 -0.80387 -22.79313
C -21.56500 1.72144 -23.31845
H -23.61525 2.10780 -24.38216
H -22.05391 2.50647 -25.23481
H -23.20841 0.54552 -26.08920
H -23.47147 -0.06473 -24.48412
H -21.01321 0.29992 -26.12376
H -21.18575 -1.27209 -25.43057
H -21.24543 2.67674 -22.90207
H -22.24341 1.33651 -22.55709
C -22.61409 6.26543 -18.88360
C -22.46058 5.64688 -20.24327
C -23.08649 4.22230 -20.25426
S -24.69626 4.67444 -19.39119
O -24.95512 3.70582 -18.32263
O -25.71210 5.00368 -20.42301
C -24.13339 6.32502 -18.54199
H -22.26520 7.29791 -18.86469
H -22.15785 5.68069 -18.08483
H -21.47050 5.81414 -20.66738
H -23.01086 6.29639 -20.92402
H -22.52930 3.52165 -19.63238
H -23.20295 3.73308 -21.22132
H -24.21160 6.17066 -17.46582
H -24.62475 7.17712 -19.01166
C -24.28785 -4.51848 -23.12994
C -24.35396 -3.07115 -22.64858
C -25.83693 -2.73711 -22.84134
S -26.43327 -3.46930 -24.46520
O -26.20843 -2.42910 -25.42100
O -27.78480 -4.15716 -24.28256
C -25.08031 -4.72432 -24.41718
H -24.74664 -5.17220 -22.38814
H -23.28963 -4.93583 -23.26214
H -23.65858 -2.48190 -23.24635
H -24.00836 -3.17554 -21.62011
H -26.06929 -1.68613 -23.01322
H -26.28569 -3.25632 -21.99451
H -24.48046 -4.48071 -25.29408
H -25.44941 -5.74958 -24.39076
C -17.58440 1.58436 -18.91626
C -17.30498 3.05141 -18.43518
C -18.62143 3.84213 -18.79808
S -19.39321 3.05373 -20.22278
O -19.42084 3.97679 -21.39071
O -20.67907 2.40282 -19.84559
C -18.20346 1.73819 -20.34711
H -18.30631 1.05823 -18.29166
H -16.68941 0.96603 -18.84727
H -16.41643 3.53836 -18.83699
H -17.00829 2.95812 -17.39049
H -18.43999 4.88181 -19.07053
H -19.23114 3.75277 -17.89899
H -17.39775 2.13108 -20.96725
H -18.76625 0.88382 -20.72317
C -30.31018 1.10085 -19.27450
C -29.55545 2.51179 -19.10413
C -28.01496 2.19735 -19.28354
S -27.72285 0.39995 -19.28361
O -26.65683 0.10936 -18.31794
O -27.64813 -0.09152 -20.66182
C -29.38346 0.05382 -18.62920
H -30.41276 0.92483 -20.34529
H -31.34523 1.07226 -18.93398
H -29.70956 2.99770 -18.14068
H -29.78252 3.28796 -19.83495
H -27.52008 2.35464 -18.32518
H -27.33205 2.72269 -19.95118
H -29.30099 0.20615 -17.55305
H -29.57807 -1.01438 -18.72504
C -21.22645 -2.37849 -16.88501
C -20.99586 -1.16125 -17.59033
C -21.86846 -0.03455 -16.96750
S -22.27634 -0.53211 -15.17435
O -23.73492 -0.49304 -15.02876
O -21.47161 0.23826 -14.24144
C -21.62158 -2.24578 -15.39134
H -20.29892 -2.94878 -16.83439
H -21.86310 -3.14370 -17.32912
H -21.13667 -1.29334 -18.66310
H -19.93766 -0.91309 -17.50827
H -22.76961 -0.09500 -17.57772
H -21.53790 0.99886 -17.07187
H -22.15078 -2.98537 -14.79046
H -20.62555 -2.21975 -14.94934

# 2
112
Properties=species:S:1:pos:R:3 method="wB97M-V/def2-TZVPD" homo_lumo_gap_ev=10.1
N -5.04538 -0.01232 -1.10564
P -3.49515 0.42489 -1.67086
O -2.80050 -1.02928 -1.90994
C -2.64670 0.85780 -0.02811
C -2.39083 2.33220 0.21273
O -1.44214 2.33608 1.32461
S -0.73165 0.92737 1.45055
O -1.28977 0.21034 2.54373
O 0.66979 1.09215 1.32432
O -1.30567 0.32139 0.08433
H -5.61403 0.80624 -0.90926
H -5.06138 -0.61135 -0.28492
H -2.69778 -1.58810 -1.12932
H -3.24964 0.46216 0.79862
H -3.26109 2.92658 0.48254
H -1.87702 2.84239 -0.60307
C 0.76031 -7.45525 -0.60446
O 0.22069 -6.19622 -1.02805
C 0.48693 -5.17939 -0.20892
O 1.12529 -5.24074 0.80857
O -0.09308 -4.08494 -0.70257
C 0.10269 -2.90537 0.08709
H 0.46280 -8.16732 -1.36741
H 1.84464 -7.39901 -0.53356
H 0.34594 -7.74097 0.36077
H 1.16086 -2.66426 0.16641
H -0.31294 -3.03616 1.08521
H -0.41608 -2.11119 -0.44204
C -2.96841 -6.37665 0.49887
O -2.99455 -7.80377 0.39311
C -4.19558 -8.34574 0.59273
O -5.20690 -7.74409 0.84334
O -4.08402 -9.66745 0.46776
C -5.30849 -10.38601 0.65779
H -1.93979 -6.08988 0.31232
H -3.62134 -5.92423 -0.24536
H -3.27552 -6.06109 1.49453
H -6.05087 -10.08505 -0.07889
H -5.70341 -10.21936 1.65811
H -5.05804 -11.43410 0.52622
C -2.90648 -13.21773 -0.28231
O -2.91501 -14.64437 -0.39092
C -4.11297 -15.18874 -0.18445
O -5.12305 -14.58513 0.07552
O -4.00583 -16.50863 -0.31322
C -5.23126 -17.22257 -0.11393
H -1.88328 -12.90614 -0.46599
H -3.57132 -12.77608 -1.02264
H -3.21572 -12.91306 0.71583
H -5.97681 -16.91078 -0.84284
H -5.61348 -17.05054 0.89041
H -4.98138 -18.26984 -0.25073
C 2.86363 2.38374 -0.75991
O 4.05064 3.19209 -0.70747
C 3.80928 4.50155 -0.62946
O 2.72189 5.01699 -0.61806
O 4.97481 5.14362 -0.57164
C 4.86086 6.57076 -0.46676
H 3.21287 1.35757 -0.82257
H 2.26652 2.51842 0.13731
H 2.27531 2.63839 -1.63953
H 4.31684 6.83931 0.43679
H 4.34204 6.97265 -1.33505
H 5.87654 6.94789 -0.41827
C 10.95819 2.74010 2.55081
O 10.16081 2.16742 1.50990
C 8.95282 2.71542 1.37949
O 8.52188 3.62425 2.04525
O 8.30709 2.09431 0.39909
C 6.99428 2.62120 0.13068
H 11.89608 2.19392 2.53190
H 11.13221 3.79807 2.36171
H 10.46953 2.62292 3.51626
H 7.05701 3.67273 -0.13659
H 6.35081 2.50601 0.99958
H 6.60492 2.04751 -0.70307
C -4.74668 5.06485 2.83794
O -5.34049 4.78345 1.56305
C -6.39141 5.55193 1.26463
O -6.85431 6.41134 1.96518
O -6.82659 5.20434 0.05445
C -7.95788 5.95711 -0.40504
H -3.91010 4.37771 2.92779
H -4.38967 6.09218 2.87360
H -5.45682 4.89844 3.64505
H -7.70972 7.01474 -0.46764
H -8.80216 5.82184 0.26785
H -8.18768 5.56231 -1.38942
C -3.49965 6.88651 -1.50436
O -3.72665 6.92346 -2.91679
C -3.22071 5.88459 -3.57995
O -2.62121 4.96224 -3.08953
O -3.49402 6.03546 -4.87274
C -3.00171 4.97846 -5.70597
H -3.97308 7.78069 -1.10957
H -3.95207 5.99736 -1.06656
H -2.43320 6.90061 -1.28637
H -3.44195 4.02697 -5.41381
H -1.91781 4.91234 -5.63566
H -3.30146 5.24259 -6.71504
C 8.97159 6.82480 1.01809
O 8.05082 7.86083 0.64732
C 8.25301 9.02846 1.25352
O 9.12568 9.27392 2.04395
O 7.31871 9.88327 0.83307
C 7.41625 11.19014 1.40978
H 8.66811 5.95035 0.45126
H 9.99024 7.11184 0.76381
H 8.90186 6.60962 2.08166
H 8.37310 11.64583 1.16228
H 7.31063 11.13843 2.49174
H 6.60095 11.76040 0.97570

# 3
110
Properties=species:S:1:pos:R:3 method="wB97M-V/def2-TZVPD" homo_lumo_gap_ev=7.8
C -0.06841 0.82761 0.06349
C 1.22699 0.21178 0.49714
O 1.61687 0.28994 1.63910
O 1.91375 -0.46022 -0.46196
C 2.69999 -1.53990 0.05920
C 3.40962 -2.25355 -1.08162
C 4.69787 -1.49800 -1.47841
C 4.83497 -1.20890 -2.98040
C 3.79560 -0.23990 -3.56543
C 4.28985 1.20031 -3.79552
C 3.39482 2.13389 -4.64896
Br 4.24964 3.11509 -6.03215
C 2.09201 2.37663 -4.51231
C 1.31667 3.34766 -5.34947
Br 1.08571 1.51301 -3.16488
N 5.48822 1.00436 -4.64793
C 6.69210 1.43438 -4.22093
O 7.74428 1.21304 -4.76253
C 6.45330 2.19661 -2.91081
S 7.55863 1.32150 -1.75346
Br 7.00149 4.04213 -3.08665
C 4.95596 1.90180 -2.56724
I 3.87799 3.54334 -1.71574
H -0.85297 0.08228 -0.05821
H -0.38013 1.53309 0.82840
H 0.01990 1.39146 -0.86470
H 3.45992 -1.13959 0.73143
H 2.09038 -2.21453 0.66211
H 3.65779 -3.26205 -0.76284
H 2.72779 -2.24690 -1.93447
H 4.83977 -0.60360 -0.87185
H 5.54128 -2.15660 -1.25805
H 4.72605 -2.17423 -3.47900
H 5.86520 -0.88796 -3.13010
H 2.91641 -0.27904 -2.92756
H 3.45806 -0.60716 -4.53786
H 0.24943 3.29479 -5.15962
H 1.67245 4.35739 -5.12685
H 1.48907 3.15348 -6.40719
H 5.47658 0.21106 -5.27124
H 7.46550 2.17387 -0.72293
H 5.03816 1.26557 -1.69812
C -1.60255 3.27949 5.51092
O -1.82594 3.19589 4.08517
P -3.14653 2.45005 3.47076
O -2.79971 2.53728 2.03103
O -4.12816 3.64017 4.02361
C -4.05950 4.92115 3.39451
O -4.38850 1.41988 3.47507
C -5.35190 1.53258 2.42712
H -0.63115 2.84640 5.73813
H -1.60470 4.33028 5.79522
H -2.36818 2.75961 6.08405
H -3.31873 4.94044 2.59567
H -3.80831 5.67804 4.13866
H -5.04356 5.14381 2.98313
H -4.98395 1.04169 1.52919
H -5.58542 2.57421 2.21573
H -6.25074 1.02167 2.76601
C -4.19097 -1.94589 2.82469
O -5.60612 -2.16053 2.62554
P -6.21839 -3.62576 2.74258
O -7.63379 -3.54751 2.37378
O -5.98036 -3.80340 4.34283
C -6.94716 -3.25421 5.23972
O -5.56227 -5.00733 2.34665
C -6.37689 -6.16879 2.58852
H -3.78571 -1.45206 1.94404
H -4.05876 -1.29821 3.68775
H -3.65021 -2.87764 2.98952
H -7.75415 -2.75226 4.70731
H -6.45555 -2.54309 5.90444
H -7.35982 -4.06782 5.83545
H -7.10117 -6.29028 1.78737
H -6.88921 -6.10413 3.54597
H -5.70438 -7.02337 2.60198
C 0.73481 10.08710 -5.28582
O 0.84711 8.74734 -4.75702
P 2.27367 8.04715 -4.65740
O 2.05849 6.66774 -4.20502
O 2.88251 9.01269 -3.50063
C 2.57071 8.72286 -2.13624
O 3.51111 8.17748 -5.62820
C 4.67191 7.42359 -5.23923
H 0.03699 10.07479 -6.11962
H 0.34837 10.73271 -4.50017
H 1.69216 10.47955 -5.62633
H 1.92159 7.85269 -2.04518
H 2.08039 9.58825 -1.68974
H 3.50397 8.53340 -1.60681
H 4.53320 6.38356 -5.50852
H 4.85816 7.50267 -4.16975
H 5.51529 7.84442 -5.77987
C -2.05834 -6.90564 2.70575
O -2.96317 -8.00262 2.97698
P -2.45619 -9.49300 2.73334
O -3.59225 -10.39358 2.94805
O -1.38936 -9.53869 3.96053
C -1.86952 -9.84617 5.27057
O -1.45061 -10.02597 1.63961
C -1.18006 -11.43564 1.68461
H -2.53263 -6.23442 1.99340
H -1.87671 -6.37460 3.63758
H -1.10630 -7.24539 2.29928
H -2.94658 -10.00756 5.27960
H -1.62095 -9.02577 5.94431
H -1.36666 -10.74962 5.61408
H -1.98666 -11.98455 1.20556
H -1.05017 -11.77936 2.70854
H -0.25637 -11.58632 1.13212